C2H14O4S2 | ωB97M-V with the def2-TZVPD basis set

Computed properties:
Energy above the lowest of the compared OMol25 structures with the same formula, charge and spin   14.1 kcal/mol
LUMO energy   0.424 eV
Structure (SMILES)   CSSC.O.O.O.O
Maximum force   0.73 eV Å⁻¹
Molar mass   166.264 g mol⁻¹

```
! wB97M-V def2-TZVPD RIJCOSX def2/J DEFGRID3
* xyz 0 1
C -3.82 0.96 0.23
S -3.04 1.64 -1.25
S -1.89 0.03 -1.89
C -0.20 0.61 -1.48
H -4.14 -0.08 0.10
H -3.10 1.00 1.05
H -4.71 1.51 0.52
H 0.37 0.63 -2.40
H -0.35 1.58 -1.02
H 0.33 0.00 -0.75
O -2.31 -1.27 2.35
H -2.28 -1.18 3.31
H -2.86 -2.04 2.16
O 5.98 2.10 0.76
H 6.02 1.16 0.55
H 5.52 2.52 0.03
O 6.12 1.45 -2.13
H 5.79 0.82 -2.79
H 6.96 1.12 -1.79
O -3.09 -3.99 1.59
H -2.73 -4.04 0.70
H -2.54 -4.52 2.18
*
```

C2H14O5 | ωB97M-V with the def2-TZVPD basis set

Computed properties:
Energy above the lowest of the compared OMol25 structures with the same formula, charge and spin   36.1 kcal/mol
LUMO energy   0.554 eV
Structure (SMILES)   CCO.O.O.O.O
Maximum force   4.69 eV Å⁻¹
Molar mass   118.129 g mol⁻¹

```
! wB97M-V def2-TZVPD RIJCOSX def2/J DEFGRID3
* xyz 0 1
C 1.23 -0.99 2.74
C 0.25 0.27 2.71
O -0.81 -0.12 1.76
H 1.09 -1.76 3.52
H 2.27 -0.58 3.14
H 1.24 -1.58 1.87
H -0.14 0.48 3.63
H 0.74 1.13 2.34
H -1.32 0.70 1.55
O 0.44 -1.71 -0.66
H 0.52 -2.55 -0.23
H 0.03 -1.26 0.11
O 0.93 1.33 -2.33
H 1.17 0.46 -2.55
H 0.13 1.44 -2.76
O -0.72 -0.73 -2.90
H -0.59 -1.28 -2.16
H -1.64 -0.51 -2.78
O -1.22 1.93 -0.53
H -0.60 2.51 0.08
H -0.66 1.57 -1.22
*
```

C2H14O5 | ωB97M-V with the def2-TZVPD basis set

Computed properties:
Energy above the lowest of the compared OMol25 structures with the same formula, charge and spin   25.7 kcal/mol
LUMO energy   0.429 eV
Structure (SMILES)   CCO.O.O.O.O
Maximum force   1.19 eV Å⁻¹
Molar mass   118.129 g mol⁻¹

```
! wB97M-V def2-TZVPD RIJCOSX def2/J DEFGRID3
* xyz 0 1
C -1.15 0.66 1.86
C 0.08 0.96 1.04
O 0.25 2.35 0.74
H -1.97 0.33 1.21
H -1.00 -0.13 2.60
H -1.52 1.60 2.28
H 0.09 0.45 0.08
H 1.00 0.60 1.51
H -0.32 2.88 1.30
O 2.79 0.30 -1.26
H 3.33 1.04 -1.53
H 1.87 0.50 -1.43
O -1.30 -2.18 0.70
H -0.63 -2.55 0.10
H -2.05 -2.60 0.28
O 1.27 -2.62 -0.65
H 1.85 -1.85 -0.63
H 1.94 -3.24 -0.97
O -1.69 1.02 -2.09
H -2.01 1.02 -3.00
H -0.84 1.46 -2.15
*
```

Q: Which value of energy above the lowest of the compared OMol25 structures with the same formula, charge and spin does entry 2 give?
A: 36.1 kcal/mol